The following is a DFT calculation (ωB97M-V/def2-TZVPD) of C41H34F10N9O2SeTl as an isolated structure.

Cartesian coordinates (Å):
Tl -0.7833 -0.5288 -0.0851
C -2.7568 1.5252 -2.1435
N -2.9297 0.0852 -2.0174
C -2.6115 -0.5899 -3.2766
C -1.9915 -1.9918 -3.1968
N -0.7008 -1.9160 -2.5412
C 0.2235 -2.8272 -2.8093
C 1.5585 -2.6059 -2.3340
F 1.7989 -1.4806 -1.6398
C 2.6199 -3.4406 -2.5744
F 3.8406 -3.1255 -2.1124
C 2.4615 -4.6077 -3.3110
F 3.5070 -5.4373 -3.5471
C 1.1978 -4.8911 -3.7794
F 0.9957 -6.0330 -4.4676
C 0.1267 -4.0501 -3.5390
F -1.0796 -4.4929 -3.9894
C -4.2539 -0.2174 -1.4829
C -4.4411 -1.5531 -0.7875
N -3.5559 -1.6689 0.3501
C -3.7149 -2.7062 1.1606
C -4.6383 -3.7955 1.1060
F -5.5259 -3.9176 0.0780
C -4.7069 -4.8005 2.0540
F -5.6207 -5.7811 1.9057
C -3.8656 -4.8309 3.1436
F -3.9382 -5.8168 4.0707
C -2.9322 -3.8088 3.2472
F -2.0921 -3.7990 4.2980
C -2.8631 -2.8135 2.3073
F -1.9208 -1.8641 2.4865
H -3.4442 1.9697 -2.8882
H -1.7312 1.7584 -2.4337
H -2.9377 2.0077 -1.1807
H -1.8626 0.0227 -3.7827
H -3.5061 -0.6094 -3.9295
H -1.9054 -2.3136 -4.2459
H -2.6739 -2.7030 -2.7218
H -5.0100 -0.1418 -2.2890
H -4.4860 0.5605 -0.7508
H -4.3238 -2.3630 -1.5145
H -5.5051 -1.5690 -0.4976
O 4.4785 1.9277 2.0336
C 4.7554 0.6241 1.8509
C 6.0935 0.2224 1.8569
C 6.4329 -1.0986 1.6180
C 5.4457 -2.0460 1.3713
C 4.1167 -1.6516 1.3924
C 3.7471 -0.3353 1.6409
C 2.2688 -0.0091 1.6651
O 1.4407 -0.9276 1.6184
N 2.0685 1.3076 1.7507
N 0.7053 1.6745 1.7127
C 0.1633 2.0431 3.0422
C -1.2946 1.6478 3.1941
C -1.8072 1.4135 4.4678
C -3.1396 1.0693 4.6013
C -3.9190 0.9612 3.4600
C -3.3219 1.2116 2.2361
N -2.0451 1.5674 2.1018
H 3.4653 1.9832 1.9284
H 6.8518 0.9755 2.0372
H 7.4786 -1.3877 1.6136
H 5.7074 -3.0745 1.1573
H 3.3154 -2.3581 1.2148
H 0.7631 1.5170 3.7804
H -1.1528 1.4524 5.3312
H -3.5578 0.8600 5.5789
H -4.9594 0.6699 3.5114
H -3.8760 1.0814 1.3131
N 0.5657 2.8196 0.9018
C 0.2319 3.8463 1.5987
C -0.2144 5.1233 1.1023
C -0.7854 5.9676 1.9748
C -1.0236 5.5885 3.3762
C -0.5640 4.4468 3.8912
C 0.3347 3.5691 3.0760
H -0.1216 5.3291 0.0442
H -1.1528 6.9276 1.6332
H -1.6323 6.2474 3.9851
H -0.7932 4.1697 4.9133
H 1.3758 3.7948 3.3561
C 1.1677 0.7249 -4.2534
N 2.4428 1.2189 -3.7655
C 3.6380 0.5366 -3.8717
C 4.5586 1.2868 -3.2330
N 3.8882 2.4033 -2.7660
C 4.4725 3.3884 -1.8790
C 2.5670 2.3773 -3.0726
Se 1.1210 2.7089 -0.9976
H 0.8619 1.2651 -5.1505
H 0.4228 0.8468 -3.4721
H 1.2533 -0.3374 -4.4728
H 3.7194 -0.4266 -4.3462
H 5.6017 1.1053 -3.0365
H 5.3709 3.8165 -2.3284
H 4.7182 2.9343 -0.9176
H 3.7293 4.1619 -1.7100

LUMO level (eV): 3.663
Net charge: -2
HOMO-LUMO gap (eV): 5.39
Energy (hartree): -5798.5077
E_HOMO (eV): -1.7

The following is a DFT calculation (ωB97M-V/def2-TZVPD) of C41H34F5MgN3OP2S4Te as an isolated structure.

Cartesian coordinates (Å):
Mg 1.0812 -0.1188 2.3954
S -1.4169 1.2523 3.6276
C -2.5215 2.5931 3.4834
C -2.4869 3.8274 4.1935
N -2.5516 4.8448 4.7276
C -3.4409 2.1841 2.5752
S -2.8982 0.6199 2.0748
C -4.5984 2.8730 2.1141
N -5.5511 3.3996 1.7350
C 0.8719 1.8683 -1.4213
C 1.4284 0.5962 -2.0807
P 2.1413 -0.5383 -0.8025
C 2.6282 -2.0016 -1.8110
C 2.3010 -2.1891 -3.1504
C 2.6716 -3.3490 -3.8195
C 3.3787 -4.3411 -3.1583
C 3.7097 -4.1666 -1.8201
C 3.3326 -3.0114 -1.1563
C 3.8315 0.2117 -0.6663
C 4.6940 0.2801 -1.7621
C 5.9505 0.8491 -1.6461
C 6.3674 1.3661 -0.4234
C 5.5237 1.3031 0.6719
C 4.2634 0.7247 0.5508
P -0.7723 1.5343 -0.6069
C -1.1671 3.1850 0.0996
C -0.2842 3.7567 1.0224
C -0.6201 4.9197 1.6975
C -1.8458 5.5320 1.4725
C -2.7298 4.9738 0.5640
C -2.3932 3.8112 -0.1163
C -1.8758 1.6142 -2.0940
C -2.9646 0.7454 -2.1252
C -3.8800 0.7841 -3.1722
C -3.6963 1.6664 -4.2272
C -2.6104 2.5325 -4.2146
C -1.7241 2.5148 -3.1473
H 0.7715 2.6714 -2.1570
H 1.5488 2.2183 -0.6411
H 2.2069 0.8334 -2.8118
H 0.6249 0.0744 -2.6082
H 1.7361 -1.4338 -3.6802
H 2.3989 -3.4780 -4.8608
H 3.6663 -5.2470 -3.6782
H 4.2537 -4.9378 -1.2887
H 3.5756 -2.8937 -0.1057
H 4.3872 -0.1360 -2.7160
H 6.6062 0.8898 -2.5079
H 7.3473 1.8199 -0.3323
H 5.8125 1.7140 1.6301
H 3.6192 0.7402 1.4165
H 0.6473 3.2566 1.2480
H 0.0674 5.3209 2.4315
H -2.1211 6.4209 2.0259
H -3.7012 5.4237 0.4008
H -3.1131 3.3745 -0.7969
H -3.1006 0.0565 -1.3042
H -4.7488 0.1356 -3.1503
H -4.4055 1.6951 -5.0466
H -2.4696 3.2399 -5.0232
H -0.9088 3.2286 -3.1256
S -0.3949 -1.9983 2.0219
C -0.7747 -2.5651 3.6585
C 0.2248 -2.9755 4.5441
C -0.0892 -3.4653 5.8008
C -1.4143 -3.5638 6.2080
C -2.4151 -3.1495 5.3411
C -2.0999 -2.6527 4.0852
H 1.2601 -2.8796 4.2422
H 0.7099 -3.7597 6.4710
H -1.6605 -3.9378 7.1948
H -3.4536 -3.1947 5.6487
H -2.8855 -2.3096 3.4243
S -0.7524 -2.2399 -1.5044
C -1.5648 -3.2475 -2.5145
N -2.4903 -2.7551 -3.4151
C -3.2290 -3.4994 -4.2741
C -3.0893 -4.8442 -4.3199
C -2.1448 -5.4362 -3.4290
C -1.4202 -4.6824 -2.5701
H -2.6170 -1.7498 -3.3826
H -3.9111 -2.9447 -4.9034
H -3.6775 -5.4325 -5.0066
H -2.0086 -6.5109 -3.4376
H -0.7065 -5.1159 -1.8855
F 1.5737 1.3944 1.4473
Te 1.9592 2.1231 4.2241
F 3.1415 3.7254 4.6787
F 3.6940 1.6089 3.5246
F 2.2100 1.8876 6.0779
F -0.4464 2.2754 4.9909
O 1.6250 0.2604 4.1573

LUMO level (eV): 3.382
Net charge: -2
HOMO-LUMO gap (eV): 6.22
Energy (hartree): -5065.4399
E_HOMO (eV): -2.8
Relative energy (zero: lowest compared OMol25 entry of this formula, charge and spin) (kcal per mole): 0.00

The following is a DFT calculation (ωB97M-V/def2-TZVPD) of C41H35CeClN2Si2 as an isolated structure at a distorted geometry.

Cartesian coordinates (Å):
C -4.0002 -2.2138 2.3181
C -3.2520 -2.8426 1.2616
C -1.8624 -2.7978 1.6303
H -3.6671 -3.3268 0.3736
C -1.7524 -2.1211 2.8950
C -3.0743 -1.7605 3.3186
H -3.3255 -1.2467 4.2475
H -5.0904 -2.1469 2.3728
H -1.0331 -3.2454 1.0801
H -0.8229 -1.9187 3.4306
Ce -2.6256 -0.4385 1.2631
Si 4.0771 2.7084 -1.5583
C 4.3778 2.1167 -3.2889
C 5.0543 2.9283 -4.2106
H 5.3921 3.9191 -3.8917
C 5.2896 2.4491 -5.5066
H 5.8556 3.0542 -6.2178
C 4.8047 1.1896 -5.8922
H 4.9790 0.8188 -6.9057
C 4.1092 0.3857 -4.9757
H 3.7482 -0.6068 -5.2687
C 3.9031 0.8515 -3.6737
H 3.3774 0.2328 -2.9425
C 5.5666 2.2983 -0.5346
C 6.4437 1.3017 -0.9918
H 6.3604 0.9445 -2.0222
C 7.3949 0.7514 -0.1246
H 8.0649 -0.0276 -0.4924
C 7.4790 1.2027 1.1977
H 8.1889 0.7380 1.8845
C 6.6603 2.2562 1.6313
H 6.7753 2.6443 2.6456
C 5.7031 2.8070 0.7690
H 5.0388 3.6154 1.0887
H 3.1224 1.6968 -1.0922
Si 0.2380 -0.2164 -0.0747
C 1.3828 -0.9397 1.1863
C 2.2938 -1.9649 0.8858
H 2.3733 -2.3307 -0.1408
C 3.0847 -2.5173 1.9058
H 3.8036 -3.2978 1.6562
C 2.9914 -2.0559 3.2230
H 3.6523 -2.4492 4.0033
C 2.1043 -1.0089 3.5109
H 2.0619 -0.6062 4.5237
C 1.3102 -0.4459 2.5046
H 0.6243 0.3796 2.7242
C 0.3924 -1.1915 -1.6266
C -0.2534 -2.4470 -1.6901
H -0.8357 -2.7950 -0.8311
C -0.1884 -3.2302 -2.8492
H -0.6781 -4.2052 -2.8635
C 0.5233 -2.7909 -3.9732
H 0.6458 -3.4376 -4.8471
C 1.1353 -1.5342 -3.9256
H 1.7071 -1.1766 -4.7841
C 1.0384 -0.7260 -2.7842
H 1.4465 0.2855 -2.8060
H 3.5245 4.1230 -1.4386
Cl 0.7506 1.7313 -0.4379
C -4.8329 2.2255 4.5751
C -3.9399 1.4319 3.8386
N -4.2629 0.9011 2.6303
C -5.5404 1.0254 2.1613
C -6.5002 1.8034 2.8741
C -6.1111 2.4268 4.0788
C -7.7983 1.9254 2.2896
C -8.1447 1.2863 1.1194
C -7.2268 0.4619 0.3993
C -7.5419 -0.2302 -0.7898
C -6.5841 -1.0249 -1.3954
C -5.3010 -1.0938 -0.8350
N -4.9471 -0.3573 0.2491
C -5.9004 0.3617 0.9147
H -4.4876 2.6720 5.5100
H -2.9219 1.2214 4.1858
H -6.8483 3.0564 4.5803
H -8.5118 2.5674 2.8113
H -9.1433 1.4028 0.6909
H -8.5503 -0.1129 -1.1930
H -6.7857 -1.5950 -2.3073
H -4.5092 -1.7242 -1.2570

2S+1: 2
LUMO level (alpha / beta) (eV): -4.190 / -4.185
Net charge: +1
HOMO-LUMO gap (alpha / beta) (eV): 4.72 / 4.70
Energy (hartree): -3207.0108
E_HOMO (alpha / beta) (eV): -8.9 / -8.9
⟨S²⟩: 0.751

Q: The highest net charge belongs to which entry?
A: C41H35CeClN2Si2